No. 1
{"formula": "C7H10F2", "method": "wB97M-V/def2-TZVPD", "species": ["C", "C", "C", "C", "C", "C", "C", "F", "F", "H", "H", "H", "H", "H", "H", "H", "H", "H", "H"], "xyz": [[-2.43147, 0.91048, 0.32912], [-1.16097, 1.06140, -0.14841], [1.61534, 0.38328, -0.14552], [0.02400, -0.02924, 0.05103], [2.43448, 0.04126, -1.14946], [-0.14071, -0.42102, 1.49995], [-0.20709, -1.18597, -0.86866], [-0.68578, 2.30196, -0.50578], [2.18732, 1.06444, 0.90713], [-2.95921, 1.84043, 0.19339], [-2.99804, 0.04784, 0.73477], [2.10396, -0.39487, -1.95021], [3.54009, 0.26432, -1.10778], [0.60671, -1.17308, 1.97081], [-1.21307, -0.68989, 1.62161], [-0.04700, 0.48340, 2.06920], [0.63709, -1.87413, -0.85258], [-0.21795, -0.78046, -1.90219], [-1.08772, -1.85013, -0.74643]], "lowdin_charge": [0.0727, -0.2352, -0.2173, -0.3980, 0.0894, -0.0759, -0.0843, 0.0315, 0.0159, 0.0603, 0.0840, -0.0098, 0.1029, 0.1311, 0.0737, 0.0759, 0.0825, 0.0997, 0.1008], "multiplicity": 1, "total_energy_ha": -472.34979, "smiles": "C=C(F)C(C)(C)C(=C)F", "e_homo_ev": -9.767}

***

No. 2
{"formula": "C7H10FN3O4", "method": "wB97M-V/def2-TZVPD", "species": ["C", "C", "C", "C", "C", "C", "C", "N", "N", "N", "O", "O", "O", "O", "F", "H", "H", "H", "H", "H", "H", "H", "H", "H", "H"], "xyz": [[1.54448, 1.45904, -1.13010], [1.12046, 1.23722, 0.22903], [3.07426, 0.44505, 0.11058], [-2.77598, -0.09957, -1.02340], [-0.17406, 1.47779, 0.96410], [-1.22741, -1.35335, 0.59167], [-1.41272, -0.15030, -0.32868], [2.74591, 1.02912, -1.23100], [2.05808, 0.79913, 0.99046], [2.76907, -1.18689, -0.14276], [3.66718, -1.93690, 0.00164], [1.64890, -1.39692, -0.40942], [-2.20294, -1.35496, 1.68568], [-1.37101, 1.12903, 0.31788], [4.27613, 0.58626, 0.49147], [1.00126, 1.94342, -1.89853], [-3.52602, 0.10478, -0.25421], [-2.82743, 0.60144, -1.96093], [-3.09285, -1.03527, -1.47044], [-0.43191, 2.52044, 1.05085], [0.04722, 1.12379, 1.89648], [-1.20570, -2.35260, 0.00601], [-0.17286, -1.26338, 1.08298], [-0.64941, -0.32436, -1.01600], [-2.88268, -2.00200, 1.44665]], "lowdin_charge": [-0.0314, -0.2164, -0.4968, -0.0363, -0.1295, -0.1833, -0.3932, 0.1930, 0.2168, -0.3065, 0.1475, 0.0913, -0.0708, -0.0862, 0.2031, 0.1247, 0.0828, 0.1179, 0.0675, 0.1409, 0.0975, 0.1548, 0.1283, 0.1008, 0.0835], "multiplicity": 1, "total_energy_ha": -837.63456, "smiles": "C[C@H](CO)OCC1=N[C@@](F)([N+](=O)[O-])N=C1", "e_homo_ev": -10.149}

***

No. 3
{"formula": "C7H10IN2", "method": "wB97M-V/def2-TZVPD", "species": ["C", "C", "C", "C", "C", "C", "C", "N", "N", "I", "H", "H", "H", "H", "H", "H", "H", "H", "H", "H"], "xyz": [[2.37908, 1.35358, -0.99416], [0.62307, 0.55744, 0.11560], [0.04651, -0.77088, -0.45252], [-1.39634, -0.77600, 0.00296], [-1.87889, 0.64126, 0.15435], [-0.60703, 1.34795, 0.71788], [1.91621, 0.33680, 0.92014], [1.15674, 1.17219, -1.04510], [2.91594, 0.77577, 0.20907], [-0.48634, 1.40908, 2.88611], [2.80938, 1.81621, -1.85745], [0.24672, -0.80555, -1.45836], [0.49047, -1.66824, 0.05034], [-2.06913, -1.42099, -0.62023], [-1.46032, -1.23186, 0.98638], [-2.11760, 1.02998, -0.84009], [-2.83586, 0.59414, 0.61263], [-0.56953, 2.38499, 0.22832], [1.97000, -0.20235, 1.89310], [3.91526, 0.76716, 0.46713]], "lowdin_charge": [-0.0677, -0.4664, -0.0776, -0.2031, -0.2200, -0.5912, 0.0563, 0.1268, 0.1819, 0.9152, 0.1490, 0.0978, 0.1431, 0.1466, 0.1076, 0.1265, 0.1086, 0.1218, 0.1452, 0.1996], "multiplicity": 1, "charge": 1, "total_energy_ha": -679.63141, "smiles": "I[C@@H]1CCC[C@]12C=[NH+]C=N2", "e_homo_ev": -13.205}

***

No. 4
{"formula": "C7H10IN2O", "method": "wB97M-V/def2-TZVPD", "species": ["C", "C", "C", "C", "C", "C", "C", "N", "N", "O", "I", "H", "H", "H", "H", "H", "H", "H", "H", "H", "H"], "xyz": [[-0.52243, -1.44818, -0.49125], [0.83332, -1.37588, -0.44202], [1.58216, -0.11610, -0.40810], [-1.43247, -0.58643, 0.16178], [1.12568, 1.09315, -0.52774], [-2.71070, -1.21167, 0.57981], [1.11049, 3.45191, 0.00585], [-1.18721, 0.63768, 0.35783], [1.47726, -2.44740, -0.76040], [1.24798, 2.32734, -0.84088], [3.60777, -0.34497, 0.39731], [-0.97761, -2.47427, -0.71565], [-2.61933, -2.27470, 0.51868], [-2.74879, -0.88403, 1.66587], [-3.59252, -0.87363, 0.15960], [1.60090, 3.18299, 1.02018], [0.08149, 3.79919, 0.16052], [1.54022, 4.24909, -0.54723], [-1.95648, 1.02788, 0.96429], [1.06698, -3.31338, -0.63776], [2.47330, -2.41859, -0.62067]], "lowdin_charge": [-0.0117, -0.4123, -0.4675, -0.4534, -0.0325, -0.0098, 0.0174, 0.1563, 0.1366, 0.0279, 1.0303, 0.1486, 0.0728, 0.1242, 0.0697, 0.1520, 0.1149, 0.0966, 0.1098, 0.1068, 0.0232], "multiplicity": 1, "charge": 1, "total_energy_ha": -754.76721, "e_homo_ev": -12.025}

***

No. 5
{"formula": "C7H10N", "method": "wB97M-V/def2-TZVPD", "species": ["C", "C", "C", "C", "C", "C", "C", "N", "H", "H", "H", "H", "H", "H", "H", "H", "H", "H"], "xyz": [[-1.58255, -0.37258, 0.47660], [-0.20344, -0.59326, 0.72246], [1.90436, 1.30309, 0.50156], [3.41320, -0.76738, -0.35985], [0.90342, 0.18315, -0.08114], [2.38090, -0.01018, -0.15950], [-3.82060, 0.04401, -0.54832], [-2.68676, -0.18169, 0.18044], [-0.06356, -0.37477, 1.76930], [-0.13602, -1.74687, 0.67764], [1.99748, 2.20467, -0.03944], [2.12315, 1.47400, 1.52463], [3.50665, -1.75544, -0.92849], [4.27961, -0.22871, -0.31235], [0.35723, 0.55557, -0.97825], [-3.59851, 0.88507, -1.35393], [-4.78972, 0.27019, 0.06675], [-3.98484, -0.88888, -1.15810]], "lowdin_charge": [0.0948, -0.0733, 0.0048, 0.0795, -0.1697, -0.2433, -0.0522, 0.1323, 0.1383, 0.1830, 0.0845, 0.0929, 0.1116, 0.0413, 0.1398, 0.1612, 0.1486, 0.1258], "multiplicity": 1, "charge": 1, "total_energy_ha": -327.07409, "smiles": "C=C1C[C@@H]1CC#[N+]C", "e_homo_ev": -13.405}

***

No. 6
{"formula": "C7H10N", "method": "wB97M-V/def2-TZVPD", "species": ["C", "C", "C", "C", "C", "C", "C", "N", "H", "H", "H", "H", "H", "H", "H", "H", "H", "H"], "xyz": [[2.21380, -0.11467, 0.05162], [3.21466, -0.85923, 0.29314], [1.63899, 1.37323, 0.17182], [-0.33180, -0.02250, -1.56446], [-0.53869, -0.25576, -0.11319], [-1.56812, 0.59709, 0.69997], [-0.59510, -1.74177, 0.32096], [0.85810, 0.20646, -0.19124], [1.32260, 1.90389, 1.08828], [2.03000, 2.08475, -0.53822], [-0.00229, -0.76860, -2.22937], [-0.63952, 0.92360, -1.95659], [-1.65251, 0.18431, 1.76157], [-2.60683, 0.48974, 0.33155], [-1.46102, 1.74930, 0.70497], [-0.14431, -2.20303, -0.56585], [-1.71519, -1.88830, 0.43957], [-0.02278, -1.65853, 1.29547]], "lowdin_spin": [0.6020, 0.9597, 0.1320, 0.1366, 0.0281, 0.0063, 0.0092, 0.1019, 0.0053, 0.0022, 0.0058, 0.0063, 0.0001, 0.0010, 0.0006, 0.0008, 0.0006, 0.0013], "multiplicity": 3, "charge": 1, "total_energy_ha": -326.84085, "s2": 2.021, "e_homo_ev": [-12.781, -14.547]}

***

No. 7
{"formula": "C7H10N2O2PS", "method": "wB97M-V/def2-TZVPD", "species": ["C", "C", "C", "C", "C", "C", "C", "N", "N", "O", "O", "P", "S", "H", "H", "H", "H", "H", "H", "H", "H", "H", "H"], "xyz": [[-2.98637, -1.97997, 0.56558], [-2.64605, -0.81402, 1.24587], [-2.24035, -2.46174, -0.46991], [-1.42110, -0.05224, 0.94490], [-1.08500, -1.82882, -0.74450], [-0.71254, -0.62686, -0.11433], [0.45466, 1.40253, -0.54951], [0.38132, 0.05094, -0.51738], [1.54224, 2.06928, -0.74686], [3.46235, 0.34719, -0.67600], [5.00052, 1.24098, 0.96220], [4.68024, -0.03502, 0.02921], [5.69308, -1.64932, 0.14439], [-3.90991, -2.43598, 0.81893], [-3.13930, -0.54577, 2.24408], [-2.55008, -3.14929, -1.14298], [-1.21697, 0.90456, 1.42870], [-0.41846, -2.32726, -1.50066], [-0.53343, 1.86220, -0.58865], [1.36016, -0.39214, -0.58465], [2.33092, 1.39355, -0.78826], [1.52783, 3.09471, -0.94831], [5.37560, 0.97092, 1.84593]], "lowdin_charge": [-0.0781, -0.0364, -0.0771, 0.0114, -0.0163, -0.3013, -0.1258, 0.0870, 0.1880, -0.3600, -0.1986, 0.2371, 0.4091, 0.1044, 0.1323, 0.0894, 0.1127, 0.1423, 0.1651, 0.1860, 0.0401, 0.1746, 0.1137], "multiplicity": 1, "charge": 1, "total_energy_ha": -1272.07404, "e_homo_ev": -12.245}